DFT (wB97M-V/def2-TZVPD) results for C20H18ErN3O as an isolated structure.

Each line ends with the Mulliken charge.
Atoms and positions in Å:
C (0.537, -1.782, 3.337)  -0.232
C (-0.797, -2.028, 2.874)  -0.649
C (-0.716, -2.390, 1.493)  -0.467
H (-1.707, -1.857, 3.424)  0.461
C (0.670, -2.335, 1.108)  -0.381
C (1.437, -1.934, 2.255)  -0.754
H (2.503, -1.794, 2.368)  0.464
H (0.871, -1.523, 4.325)  0.546
H (-1.583, -2.530, 0.859)  0.446
H (1.080, -2.505, 0.124)  0.466
C (-0.891, 2.344, 2.010)  -0.802
C (-0.547, 1.870, 3.298)  -0.158
C (0.859, 1.612, 3.365)  -0.370
H (-1.301, 1.720, 4.051)  0.460
C (1.410, 2.005, 2.109)  -0.621
C (0.332, 2.470, 1.277)  -0.531
H (0.404, 2.747, 0.241)  0.480
H (-1.923, 2.467, 1.706)  0.492
H (1.420, 1.230, 4.209)  0.462
H (2.464, 1.958, 1.879)  0.477
Er (-0.081, 0.003, 1.693)  1.098
O (-0.240, -0.136, -2.098)  -0.347
C (-1.357, -0.878, -2.638)  -0.467
C (-0.038, -0.902, -3.383)  -0.069
H (-1.604, -1.755, -2.056)  0.282
H (-2.158, -0.311, -3.101)  0.291
H (0.550, -1.832, -3.257)  0.401
H (0.878, -1.917, -5.707)  0.302
C (0.627, -0.852, -5.800)  -0.434
C (0.147, -0.181, -4.627)  0.382
C (-0.211, 1.187, -4.768)  -0.303
H (-0.576, 1.732, -3.894)  0.340
C (-0.053, 1.851, -5.993)  -0.564
H (-0.307, 2.916, -6.057)  0.356
C (0.431, 1.172, -7.123)  -0.359
H (0.544, 1.698, -8.078)  0.352
C (0.769, -0.195, -7.023)  -0.520
H (1.143, -0.736, -7.905)  0.352
N (-1.021, -0.124, 4.928)  -0.558
C (-1.018, 0.094, 6.087)  0.490
N (-1.129, 0.333, 7.353)  -0.751
C (-0.287, -0.211, 8.193)  0.505
N (0.467, -0.699, 8.941)  -0.567

Calculated values
<S²> = 3.75
ΔE to the lowest compared entry with this formula, charge and spin = 42.6 kcal/mol
Total charge = 0
Strongest force on any atom = 3.0 eV/A
LUMO (alpha / beta) = -1.287 / -1.208 eV
Energy = -55167.033 eV
Spin multiplicity = 4
HOMO energy (alpha / beta) = -7.2 / -7.2 eV